No. 1
C18H24NO3SSe2W as an isolated structure at a distorted geometry, computed with the ωB97M-V functional and the def2-TZVPD basis.

The value obtained for the HOMO energy is -18.060 eV. Its charge is +3. As for the electronic energy: -170012.2079 eV. The value obtained for the gap between HOMO and LUMO is 6.313 eV. For the LUMO energy, the calculation gives -11.75 eV. The energy above the lowest of the compared OMol25 structures with the same formula, charge and spin is 17.60 kcal per mole.

Element x y z (Å)
W 0.4566 -0.5703 0.3513
O 0.6783 -2.3649 1.4841
C 0.0469 -2.8490 2.7279
C -0.4448 -1.6738 3.5673
C -0.6997 -2.2283 4.9914
O -1.3200 -1.1834 5.6928
C -1.7780 -1.1380 3.0473
Se -1.8134 -0.8979 1.1117
C 0.6102 -0.5878 3.7327
Se 1.1038 0.6957 2.2891
H 1.2615 -3.0279 1.0840
H 0.8194 -3.4137 3.2485
H -0.7713 -3.5131 2.4462
H 0.2517 -2.5287 5.4451
H -1.3401 -3.1161 4.9206
H -1.5293 -1.4495 6.5965
H -2.0412 -0.1683 3.4683
H -2.5915 -1.8333 3.2511
H 1.5832 -1.0191 3.9714
H 0.3030 0.0921 4.5255
C 3.4348 -1.7021 -0.1611
O 2.0524 -1.2650 -0.2271
H 3.8867 -1.4381 -1.1134
H 3.4693 -2.7789 -0.0115
H 3.9006 -1.1695 0.6670
N -0.3373 -0.7348 -1.5103
S -1.3735 0.3895 -2.1547
C -0.6821 1.6614 -1.1224
C -1.4861 2.6802 -0.6685
C -0.9015 3.6937 0.0986
C 0.4569 3.6817 0.4158
C 1.2515 2.6469 -0.0317
C 0.7010 1.5780 -0.7815
C -0.9370 0.7280 -3.7963
C 0.3845 0.7624 -4.2606
C 0.5966 1.0611 -5.5886
C -0.4904 1.3334 -6.4248
C -1.7938 1.2922 -5.9543
C -2.0348 0.9711 -4.6265
H -0.2459 -1.5993 -2.0422
H -2.5445 2.7116 -0.8953
H -1.5208 4.5112 0.4480
H 0.8835 4.4941 0.9887
H 2.3179 2.6462 0.1621
H 1.3846 1.0331 -1.4292
H 1.2199 0.5369 -3.6105
H 1.6016 1.0830 -5.9865
H -0.3086 1.5689 -7.4654
H -2.6221 1.4914 -6.6198
H -3.0488 0.9066 -4.2507

Cartesian forces, eV/Å:
W -0.01 -1.24 -0.77
O 0.04 0.09 0.24
C -0.03 -0.02 0.02
C -0.04 -0.04 -0.16
C -0.03 0.00 0.03
O -0.01 0.01 0.03
C 0.05 0.03 0.07
Se -0.27 0.02 -0.35
C 0.36 -0.05 0.00
Se -0.29 0.42 -0.03
H 0.11 0.03 0.18
H 0.00 0.01 0.01
H -0.01 0.03 -0.02
H 0.00 0.01 0.00
H 0.00 0.01 -0.01
H 0.00 -0.01 -0.01
H 0.06 -0.03 0.08
H 0.02 0.00 0.02
H -0.07 -0.05 0.14
H 0.00 -0.03 0.03
C -0.37 0.08 0.06
O 0.09 0.09 -0.17
H 0.09 -0.04 0.02
H 0.05 -0.01 -0.03
H 0.07 -0.02 -0.03
N 0.20 0.13 0.59
S -0.37 0.04 0.05
C 0.16 0.31 0.18
C 0.07 0.03 0.02
C 0.01 0.03 0.03
C -0.05 -0.03 -0.03
C 0.06 -0.03 -0.13
C -0.04 0.27 0.12
C 0.17 -0.04 -0.14
C -0.08 0.04 0.02
C -0.04 0.00 0.01
C 0.05 0.01 -0.06
C -0.02 -0.02 0.07
C 0.03 -0.01 -0.05
H 0.00 0.00 -0.05
H 0.00 -0.02 -0.03
H -0.01 -0.01 -0.01
H 0.01 0.00 0.00
H -0.01 0.04 0.02
H 0.02 -0.01 0.00
H 0.00 0.00 0.01
H 0.00 0.00 0.00
H 0.00 0.01 0.01
H -0.01 0.00 0.00
H 0.00 0.00 0.02

---

No. 2
C18H25BF4N6O8S2SiTb as an isolated structure at a distorted geometry, computed with the ωB97M-V functional and the def2-TZVPD basis.

The value obtained for the HOMO energy (spin up / spin down) is -5.818 / -5.819 eV. The multiplicity is 7. Its charge is -1. As for the electronic energy: -107941.9902 eV. As for the expectation value of S²: 12.6630. The value obtained for the gap between HOMO and LUMO (spin up / spin down) is 7.908 / 7.909 eV. For the LUMO energy (spin up / spin down), the calculation gives 2.09 / 2.09 eV. The energy above the lowest of the compared OMol25 structures with the same formula, charge and spin is 1.94 kcal per mole.

Element x y z (Å)
Tb -0.1928 0.6594 -0.5752
C 1.9974 -2.4158 -0.6152
C 0.9305 -2.3056 -1.7068
C 0.6728 -3.6569 -2.3362
O -0.3111 -1.7907 -1.1934
C 1.4702 -1.2767 -2.7151
O 2.0701 -1.6377 -3.7157
O 1.2650 -0.0398 -2.3657
H 1.7018 -3.1413 0.1438
H 2.1717 -1.4617 -0.1198
H 2.9317 -2.7449 -1.0739
H 0.4463 -4.3889 -1.5564
H 1.5444 -3.9807 -2.9043
H -0.1811 -3.5901 -3.0135
H -0.3121 -1.8443 -0.1919
N -0.5550 0.5298 -4.4101
C -1.7330 0.5101 -3.7768
N -1.8955 0.3926 -2.4779
C -3.2420 0.3807 -2.1486
C -4.1036 0.4835 -3.1751
S -3.2310 0.6097 -4.6593
C -3.5897 0.2960 -0.7294
C -4.8017 0.0387 -0.2057
S -4.7353 0.1704 1.5156
C -3.0369 0.5494 1.4125
N -2.5733 0.5311 0.1841
N -2.3331 0.8897 2.5018
H 0.2980 0.4551 -3.8590
H -0.5124 0.6062 -5.4061
H -5.1807 0.5316 -3.1510
H -5.7178 -0.2204 -0.7145
H -2.6780 0.6488 3.4117
H -1.3352 1.0886 2.4084
O 4.1156 3.6226 3.0100
C 4.4613 3.7139 1.7399
O 5.4751 4.2726 1.3835
C 3.5954 3.0246 0.7418
C 3.9199 2.9247 -0.5956
N 2.9589 2.2024 -1.1830
N 2.0202 1.8341 -0.3237
C 2.3771 2.3135 0.8533
C 1.4056 2.0901 1.9805
O 1.7464 2.3925 3.1345
O 0.2988 1.6036 1.6181
H 3.2820 3.0706 3.1396
H 4.7736 3.3200 -1.1246
H 2.8634 1.9013 -2.1407
C 1.0394 -3.1469 2.7495
Si -0.2822 -1.8205 2.5702
C -0.0978 -0.7367 4.1069
C -1.9248 -2.7280 2.7086
O -0.1840 -1.0284 1.1716
H 1.0421 -3.5361 3.7745
H 2.0359 -2.7386 2.5448
H 0.8741 -3.9953 2.0742
H 0.5250 -1.2426 4.8544
H -1.0644 -0.5334 4.5832
H 0.3806 0.2212 3.8761
H -1.9586 -3.3532 3.6099
H -2.0791 -3.3794 1.8398
H -2.7705 -2.0319 2.7500
F -2.0014 3.4300 -2.4183
B -0.8353 3.4371 -1.6679
F -1.0931 2.8411 -0.3666
F -0.2636 4.6811 -1.5383
F 0.1158 2.4979 -2.2372

Cartesian forces, eV/Å:
Tb 0.48 -0.94 0.48
C 0.01 -0.11 -0.04
C -0.06 0.06 0.11
C -0.06 -0.06 -0.16
O 0.31 -0.07 0.06
C -0.08 0.23 0.04
O -0.01 0.10 0.01
O -0.13 -0.10 0.15
H 0.00 0.03 -0.05
H 0.00 0.05 0.02
H -0.01 -0.02 0.02
H -0.01 0.03 -0.04
H -0.03 -0.01 0.03
H 0.06 -0.02 0.01
H 0.02 -0.05 0.07
N -0.16 0.03 0.11
C -0.10 -0.07 0.04
N -0.05 0.24 -0.13
C 0.26 -0.09 0.15
C -0.24 0.02 -0.19
S 0.03 -0.03 -0.07
C 0.32 -0.02 -0.07
C -0.29 -0.05 0.05
S 0.03 0.00 0.09
C -0.07 0.02 -0.04
N -0.29 0.11 0.19
N 0.02 -0.06 -0.16
H 0.08 0.02 0.07
H 0.00 0.01 -0.05
H 0.10 0.01 0.02
H 0.12 0.04 0.04
H -0.05 0.01 0.01
H 0.06 0.03 -0.09
O -0.26 -0.22 0.21
C 0.22 -0.33 -0.28
O -0.17 0.11 0.09
C -0.09 -0.04 0.16
C 0.19 0.03 -0.05
N 0.15 -0.02 -0.25
N -0.17 -0.17 0.32
C 0.00 0.23 0.08
C 0.00 0.06 0.13
O 0.22 0.01 -0.06
O 0.04 0.08 0.00
H -0.05 0.34 -0.13
H -0.11 -0.06 0.02
H -0.04 -0.06 -0.07
C 0.18 -0.15 -0.06
Si -0.02 0.06 0.10
C 0.05 0.10 0.07
C -0.17 -0.08 0.00
O 0.00 0.19 -0.49
H -0.01 0.02 -0.09
H -0.08 -0.06 0.04
H 0.03 0.10 0.06
H -0.08 0.05 -0.07
H 0.10 0.00 -0.02
H -0.05 -0.08 0.05
H 0.00 0.07 -0.09
H 0.01 0.05 0.09
H 0.05 -0.08 -0.01
F 0.32 0.07 0.21
B -0.05 0.18 -0.24
F -0.09 0.38 -0.35
F -0.15 -0.33 0.01
F -0.24 0.22 -0.04

---

No. 3
An isolated ion of composition C18H25BN2O3 and charge +2 at a distorted geometry, computed with the ωB97M-V functional and the def2-TZVPD basis.

The value obtained for the HOMO energy is -14.330 eV. Its charge is +2. As for the electronic energy: -28848.0707 eV. The value obtained for the gap between HOMO and LUMO is 5.711 eV. For the LUMO energy, the calculation gives -8.62 eV.

Element x y z (Å)
C 5.6969 -3.0953 1.5629
C 5.4732 -2.6437 0.0097
O 6.4579 -1.5767 -0.2258
C 5.9027 -0.5916 -1.0883
O 6.4054 -0.4895 -2.2459
C 4.6688 0.3640 -0.7499
C 5.0150 1.5911 0.2309
C 3.9413 2.8060 0.1644
N 2.5179 2.3528 0.2455
C 1.7914 2.2109 1.5041
C 0.3138 1.6901 1.5691
C -0.4198 1.3179 0.2547
C -1.8898 0.7361 0.1322
C -2.6082 0.7532 -1.2653
C -4.0203 0.1439 -1.3895
N -4.6825 -0.4406 -0.2183
B -6.0657 -1.0507 -0.5104
O -6.0953 -1.9024 -1.6959
C -7.3768 -0.8304 0.4071
C -8.6884 -0.8984 -0.5643
C -4.0687 -0.4348 1.0799
C -2.6351 0.1506 1.3611
C 0.3733 1.5168 -1.0879
C 1.8231 2.0370 -1.0039
H 6.4935 -3.9299 1.6140
H 6.0852 -2.1574 2.0954
H 4.6890 -3.4248 1.9986
H 5.6145 -3.5411 -0.6895
H 4.3891 -2.2977 -0.1175
H 4.2696 0.8310 -1.7307
H 3.8239 -0.2435 -0.2535
H 5.1320 1.1543 1.2870
H 6.0561 1.9862 -0.0719
H 4.1293 3.5166 -0.7236
H 4.1362 3.4378 1.1140
H 2.3743 2.5056 2.4482
H -0.2495 1.5730 2.5682
H -2.1250 1.1886 -2.2099
H -4.5681 0.1366 -2.3983
H -5.7499 -2.7881 -1.4372
H -7.4736 -1.7538 1.1031
H -7.3464 0.1206 1.0380
H -9.3474 -0.0026 -0.3114
H -9.2698 -1.8706 -0.3906
H -8.4362 -0.8340 -1.6746
H -4.6681 -0.8929 1.9403
H -2.2031 0.1293 2.4120
H -0.0378 1.2761 -2.1238
H 2.4519 2.1645 -1.9621

Cartesian forces, eV/Å:
C 0.01 0.30 -1.09
C -0.36 -1.25 1.85
O -2.74 1.36 -1.26
C 2.20 -0.30 -4.53
O -2.06 0.00 4.84
C -0.71 0.29 0.64
C 0.63 -0.80 -0.29
C 1.98 0.53 1.42
N -4.53 -1.33 -0.43
C -1.86 -0.89 -1.90
C 1.48 0.20 -3.15
C 2.72 0.90 -0.97
C -2.14 -0.76 0.14
C -2.19 -1.67 2.67
C 3.10 0.69 2.27
N 3.57 1.81 -0.06
B -1.76 -2.00 -0.95
O 0.63 1.28 3.03
C 0.08 -0.46 -0.58
C -0.29 0.33 0.16
C 2.39 1.45 -0.98
C -2.17 -0.07 -4.30
C 2.34 0.97 3.61
C -1.90 -0.82 1.37
H -1.44 1.40 0.07
H -0.63 -1.51 -0.57
H 1.65 0.31 -0.50
H 0.12 1.56 0.79
H 1.58 -0.18 0.09
H 0.97 -1.24 1.36
H 1.22 0.85 -0.86
H -0.36 0.97 -1.41
H -1.78 -0.25 0.50
H -0.69 -1.43 1.20
H -0.45 -0.92 -1.59
H -1.05 -0.54 -1.65
H 1.38 0.40 -1.73
H -0.95 -0.73 1.77
H 0.81 -0.17 1.89
H -0.22 0.61 -0.63
H 0.37 1.51 -0.86
H -0.08 -1.37 -0.77
H 0.76 -1.37 -0.35
H 0.89 1.55 -0.25
H -0.24 -0.13 1.58
H 0.87 0.75 -1.53
H -0.74 -0.07 -1.68
H 0.73 0.38 1.79
H -1.17 -0.14 1.83

---

No. 4
C18H25BN8O3Pb as an isolated structure at a distorted geometry, computed with the ωB97M-V functional and the def2-TZVPD basis.

The value obtained for the HOMO energy is -8.191 eV. As for the electronic energy: -43060.2556 eV. The value obtained for the gap between HOMO and LUMO is 6.497 eV. For the LUMO energy, the calculation gives -1.69 eV. The energy above the lowest of the compared OMol25 structures with the same formula, charge and spin is 0.00 kcal per mole.

Element x y z (Å)
H 3.5102 -1.7306 1.3176
N 2.2049 -1.6650 -0.4220
B 1.2457 -2.0293 -2.8149
N 2.2992 -2.2494 -1.6689
C 3.3562 -3.0913 -1.6667
Pb 1.2308 -0.2801 1.4719
H 3.6106 -3.6947 -2.5205
C 3.9769 -3.0221 -0.4238
H 4.8502 -3.5421 -0.0745
C 3.2628 -2.0994 0.3177
H 1.4435 -2.8575 -3.6677
C -2.3289 2.4919 -0.6851
H -3.0484 2.8769 0.0356
H -2.0120 1.4999 -0.3434
H -2.8429 2.3908 -1.6407
N 1.1700 -0.6407 -3.5050
N -0.1090 -2.3029 -2.1234
N 0.6825 0.4543 -2.8444
N -0.5542 -1.6156 -1.0209
C 1.4462 -0.3280 -4.7978
C -1.0055 -3.2315 -2.5057
H 1.7846 -1.0862 -5.4906
H -0.7753 -3.8779 -3.3462
C 1.2021 1.0360 -4.9745
C -2.0991 -3.1492 -1.6455
C 0.7375 1.4822 -3.7083
C -1.7933 -2.0866 -0.7603
H 1.3340 1.6160 -5.8674
H -2.9794 -3.7569 -1.6883
H 0.4549 2.4948 -3.4422
H -2.4106 -1.6742 0.0247
H -1.5439 3.2129 -0.7584
C -1.8647 3.0738 4.9308
C -2.2703 1.6280 5.1786
C -1.1535 0.5604 5.0716
C 0.0655 0.7667 6.0352
C 0.8317 2.0713 5.8801
C -1.7876 -0.7944 5.4214
O -2.2665 -1.0048 6.5273
N -1.8396 -1.7795 4.4421
C -1.0641 -1.8524 3.2954
O -0.8952 -2.7971 2.5396
N -0.4290 -0.6783 3.0117
C -0.6378 0.4874 3.6580
O -0.2312 1.4851 2.9846
H -1.4957 3.5463 5.8483
H -2.7515 3.6174 4.5903
H -1.1043 3.1141 4.1411
H -2.7190 1.5100 6.1775
H -3.0422 1.3351 4.4425
H -0.3315 0.6638 7.0570
H 0.7450 -0.0938 5.8778
H 0.3464 2.8732 6.4462
H 1.8437 1.9392 6.2748
H 0.9072 2.3594 4.8240
H -2.2718 -2.6625 4.7004

Cartesian forces, eV/Å:
H -0.27 -0.13 -0.32
N 1.17 0.17 0.10
B -0.93 0.27 0.18
N 0.62 0.37 1.62
C -0.22 0.53 0.68
Pb -0.91 0.07 -1.12
H -0.10 0.10 -0.12
C 0.59 -0.34 -0.13
H 0.09 -0.16 -0.21
C -0.93 -0.13 -1.47
H 0.13 0.00 0.12
C -0.99 -0.51 0.25
H -0.10 0.00 0.07
H 0.24 0.32 -0.20
H 0.15 -0.02 -0.01
N -0.23 0.70 0.26
N -0.37 0.10 0.84
N 0.75 0.53 -0.30
N -1.03 -0.17 -0.18
C -0.03 0.80 0.32
C -0.33 0.32 0.69
H 0.01 0.12 0.10
H -0.21 0.14 0.22
C -0.02 -0.74 0.65
C 0.40 0.43 -0.31
C 0.28 -1.43 -0.40
C 1.22 -0.72 -1.03
H 0.00 0.02 -0.15
H -0.24 -0.05 0.05
H -0.09 -0.31 0.18
H 0.23 -0.04 0.07
H 0.73 0.17 -0.11
C -0.01 0.13 -0.15
C -0.40 -0.49 0.19
C 0.03 -0.24 -0.30
C -0.30 -0.61 0.04
C 0.16 0.10 -0.01
C -0.51 -0.12 1.36
O 0.49 0.22 -1.32
N -0.27 -1.19 -0.05
C 0.86 0.18 -0.88
O -0.75 0.13 1.38
N -0.03 -0.06 -0.01
C 1.40 1.44 -1.94
O -0.37 -0.90 1.25
H -0.10 -0.03 -0.34
H 0.19 0.06 0.10
H -0.32 0.27 0.33
H 0.08 0.01 -0.34
H 0.19 0.12 0.31
H 0.11 -0.02 -0.33
H -0.24 0.31 0.08
H 0.26 -0.13 -0.24
H -0.13 0.08 -0.01
H 0.05 0.05 0.36
H -0.03 0.29 0.20

---

Among the records above, which one has the highest electronic energy? C18H25BN2O3

---

Look up the electronic energy of the third one. -28848.0707 eV

---

Among the records above, which one has the lowest electronic energy? C18H24NO3SSe2W

---

Which of these has the lowest electronic energy? C18H24NO3SSe2W